{"formula": "C7H15NO2", "method": "the ωB97M-V functional and the def2-TZVPD basis", "e_tot_ev": -13087.6837, "multiplicity": 1, "smiles": "CCCN1CCCC1=O.O", "e_above_lowest_kcal_mol": 13.8, "e_lumo_ev": 0.683, "symbols": ["C", "C", "C", "N", "C", "C", "C", "C", "O", "H", "H", "H", "H", "H", "H", "H", "H", "H", "H", "H", "H", "H", "H", "O", "H"], "positions_angstrom": [[1.567039, 3.718919, -1.343693], [0.307928, 3.594053, -0.494961], [-0.135675, 2.141781, -0.337691], [-1.019816, 1.901390, 0.789368], [-0.459682, 1.655841, 2.116459], [-1.692634, 1.509727, 3.014984], [-2.765348, 2.369827, 2.340283], [-2.368293, 2.433758, 0.879318], [-2.940515, 3.045685, -0.011322], [1.805981, 4.772642, -1.542040], [2.432255, 3.266612, -0.836404], [1.442070, 3.212384, -2.312218], [0.484325, 4.035159, 0.497647], [-0.513805, 4.166815, -0.951492], [-0.667389, 1.818762, -1.243943], [0.744514, 1.488350, -0.226506], [0.170901, 0.754849, 2.101520], [0.162503, 2.505312, 2.439802], [-2.012797, 0.458434, 3.029876], [-1.484259, 1.822267, 4.044429], [-3.782093, 1.967461, 2.431071], [-2.754769, 3.401912, 2.722988], [-2.427010, -0.012814, 0.243188], [-3.466371, -0.026343, 0.209163], [-3.727558, -0.491640, 1.009569]], "atomic_forces_ev_per_a": [[0.167, 0.033, -0.123], [-0.177, 0.342, 0.043], [-0.299, -0.138, -0.246], [-1.924, 0.219, 0.437], [-0.013, 0.085, -0.266], [-0.093, -0.177, 0.120], [-0.242, -0.315, 0.017], [1.894, 1.343, -0.950], [0.741, -1.217, 0.933], [-0.038, -0.288, 0.028], [-0.204, 0.087, -0.148], [0.042, 0.144, 0.217], [-0.017, -0.115, -0.174], [0.206, -0.168, 0.205], [0.190, 0.092, 0.117], [-0.253, 0.120, 0.054], [-0.136, 0.233, 0.071], [-0.032, -0.124, -0.036], [0.094, 0.242, 0.050], [-0.063, -0.147, -0.225], [0.265, 0.213, 0.043], [-0.070, -0.257, -0.187], [-2.980, -0.008, -0.047], [2.892, -0.085, 0.052], [0.049, -0.114, 0.017]], "lowdin_charge": [-0.12, -0.25, -0.18, -0.09, -0.17, -0.16, -0.10, -0.43, 0.07, 0.07, 0.07, 0.08, 0.11, 0.11, 0.13, 0.12, 0.12, 0.12, 0.11, 0.11, 0.12, 0.13, 0.09, -0.08, 0.03]}

{"formula": "C7H15NO4", "method": "the ωB97M-V functional and the def2-TZVPD basis", "e_tot_ev": -17175.5873, "multiplicity": 1, "e_above_lowest_kcal_mol": 142.8, "e_lumo_ev": 0.240, "symbols": ["C", "C", "C", "C", "C", "C", "C", "H", "H", "H", "H", "H", "H", "H", "H", "H", "H", "H", "H", "H", "H", "H", "N", "O", "O", "O", "O"], "positions_angstrom": [[2.710739, -0.967143, -0.275261], [0.357853, -1.559588, -0.551678], [-1.016891, -1.142135, -0.143403], [-1.514468, 0.109553, 0.323478], [-0.498187, 0.640009, 1.261215], [0.973904, 0.632094, 0.611823], [1.223992, 1.400480, -0.617308], [2.941483, -1.917351, -0.341837], [2.865324, -0.450225, -1.343797], [3.549254, -0.383796, 0.230265], [0.822949, -2.673776, -0.440974], [0.677368, -1.606803, -1.760403], [-1.140580, -1.770549, 0.716005], [-1.878921, -1.093484, -1.804458], [-2.668596, -0.453681, 0.724334], [-0.844137, 1.708692, -0.673462], [-0.518604, 1.727954, 1.585187], [0.116320, -0.937135, 1.878428], [1.602867, 0.939792, 1.411893], [2.373422, 1.630141, -0.681602], [1.126661, 0.603286, -1.351523], [-0.128895, 2.844970, -1.649003], [1.382741, -0.739799, 0.166949], [-1.784093, -1.808838, -1.104606], [-1.879933, 1.155772, -0.602048], [-0.428820, -0.283473, 2.269544], [0.093253, 2.477906, -0.728002]], "atomic_forces_ev_per_a": [[0.707, 7.301, -1.745], [6.059, -0.232, -2.574], [0.909, -5.672, -1.307], [-5.208, 2.716, -0.846], [1.880, 1.299, -0.161], [-0.766, -1.663, -0.513], [0.516, 1.175, -1.278], [1.094, -4.843, -0.290], [-0.298, -1.485, 1.243], [-1.334, -0.905, 0.342], [-2.262, 2.046, 0.658], [-1.446, 1.171, 2.267], [-0.269, -0.389, 0.770], [-0.264, -1.409, 0.823], [3.144, 2.551, -0.276], [-3.716, -1.046, 0.145], [-1.026, -1.421, 0.031], [1.205, -1.586, 0.149], [0.621, 0.103, 0.810], [-2.486, 1.027, 0.025], [-0.754, 0.966, -1.081], [1.181, -0.819, 1.607], [-1.243, -0.693, 2.210], [-1.663, 1.791, -2.069], [2.488, -1.261, 0.151], [-0.197, 0.737, 2.688], [3.129, 0.541, -1.781]], "lowdin_charge": [-0.11, -0.11, -0.44, -0.33, -0.28, -0.22, -0.07, 0.02, 0.12, 0.12, 0.17, 0.16, 0.14, 0.13, 0.25, 0.00, 0.18, 0.06, 0.14, 0.16, 0.10, 0.18, -0.23, -0.02, -0.12, 0.02, -0.02]}

{"formula": "C7H15NOS", "method": "the ωB97M-V functional and the def2-TZVPD basis", "e_tot_ev": -21869.1643, "multiplicity": 1, "e_above_lowest_kcal_mol": 163.4, "e_lumo_ev": 0.676, "symbols": ["C", "C", "C", "C", "O", "N", "H", "C", "C", "H", "H", "S", "C", "H", "H", "H", "H", "H", "H", "H", "H", "H", "H", "H", "H"], "positions_angstrom": [[0.285848, -2.019365, 2.716513], [-1.204315, -1.953689, 2.599550], [-1.468880, -0.744402, 1.765004], [-1.158565, -0.950203, 0.188446], [-1.898869, -1.673095, -0.747438], [-0.005751, -0.337553, -0.216763], [0.433771, 0.299820, 0.467432], [0.658906, -0.500020, -1.586982], [1.175061, 0.897926, -2.042424], [1.301902, 0.851984, -3.030461], [2.146646, 1.308489, -1.323014], [-0.024851, 2.236825, -1.788553], [0.585472, 3.450832, -2.659934], [1.687207, 3.790859, -1.952355], [0.887690, 3.269721, -3.657839], [-0.026995, 4.583451, -2.419148], [1.213004, -1.202958, -1.637730], [-0.343394, -0.690235, -2.147495], [-2.505188, -0.581551, 1.739816], [-1.052230, 0.375892, 2.072747], [-1.562382, -2.764309, 1.982809], [-1.573318, -1.485917, 3.544276], [0.877170, -1.085522, 3.142147], [0.756414, -2.073095, 1.743124], [0.815647, -3.003883, 3.248271]], "atomic_forces_ev_per_a": [[4.516, -1.537, 1.738], [1.773, 2.837, 0.790], [0.476, 3.210, -3.664], [-1.912, -2.455, -3.930], [3.845, 3.695, 5.703], [0.689, -0.314, 0.355], [-0.291, -0.785, -0.664], [-11.433, 10.756, 1.258], [1.446, 0.761, 6.116], [1.490, -0.058, -3.852], [-2.136, -1.504, -2.514], [-3.771, -4.488, 2.814], [4.194, 7.990, 2.279], [-2.515, -0.638, -2.568], [0.001, 0.241, -1.102], [1.531, -3.791, -1.185], [7.399, -8.787, -0.479], [2.003, -0.063, 0.193], [-1.669, 0.256, 0.067], [-0.493, -3.149, -0.420], [-0.849, -0.668, 0.991], [-0.611, -2.129, -0.106], [-1.758, -1.681, -0.306], [-0.134, -0.189, -0.568], [-1.792, 2.489, -0.946]], "lowdin_charge": [-0.17, -0.27, -0.18, -0.31, -0.12, 0.01, 0.13, -0.14, -0.43, 0.01, 0.15, 0.75, -0.62, 0.11, 0.00, 0.14, 0.00, 0.15, 0.08, 0.17, 0.12, 0.13, 0.11, 0.03, 0.12]}

{"formula": "C7H15NPS", "method": "the ωB97M-V functional and the def2-TZVPD basis", "e_tot_ev": -29105.8983, "multiplicity": 1, "e_above_lowest_kcal_mol": 48.9, "e_lumo_ev": [-5.313, -5.464], "charge": 1, "symbols": ["C", "C", "C", "C", "C", "C", "C", "N", "P", "S", "H", "H", "H", "H", "H", "H", "H", "H", "H", "H", "H", "H", "H", "H", "H"], "positions_angstrom": [[2.466040, 0.610989, -0.041724], [2.338525, -0.737131, 0.729643], [1.382975, 0.839462, -1.103899], [0.872674, -1.351735, 0.776307], [-0.095066, 0.424518, -0.737516], [-0.009624, -1.057264, -0.425174], [-2.450348, 0.634512, 0.795462], [-3.457102, 0.481625, -0.287662], [-1.035148, 1.503373, 0.393496], [-1.599508, -1.896694, -0.143496], [2.524392, 1.340880, 0.785873], [3.363049, 0.702542, -0.576973], [2.977050, -1.423482, 0.206743], [2.698395, -0.700295, 1.751697], [1.308626, 1.808213, -1.416613], [1.711117, 0.224743, -1.991058], [1.099041, -2.451772, 1.072797], [0.430971, -0.963290, 1.592007], [-0.599738, 0.660116, -1.647796], [0.235097, -1.686512, -1.237478], [-2.895631, 0.288235, 1.684077], [-4.202458, 1.248812, -0.200803], [-3.756021, -0.429955, -0.356040], [-2.987621, 0.525024, -1.178843], [-0.319695, 1.405080, 1.556975]], "atomic_forces_ev_per_a": [[-1.649, 0.101, 2.157], [-0.977, -0.160, -1.496], [-0.181, -2.488, 0.813], [3.865, -1.858, -1.368], [1.883, -0.815, -0.925], [-1.584, -0.845, 2.065], [-0.499, -2.258, -1.141], [0.328, 4.118, 0.187], [1.168, 1.247, -0.020], [-0.520, 1.092, 0.392], [-0.417, 0.440, -0.785], [1.539, -0.133, -0.417], [0.257, -0.695, -0.162], [0.118, 0.301, 0.062], [0.388, 2.779, -0.862], [-0.745, 0.519, 0.717], [-1.083, 1.575, -1.083], [-1.790, 1.401, 2.949], [-0.629, -0.533, -1.029], [0.965, -0.151, -1.645], [-0.004, 0.083, 1.329], [0.877, -1.581, -0.461], [-1.732, -2.840, 0.545], [0.270, 0.760, -0.745], [0.150, -0.059, 0.924]], "lowdin_charge": [-0.18, -0.15, -0.17, -0.23, -0.51, -0.70, -0.38, 0.09, 1.00, 0.79, 0.12, 0.09, 0.10, 0.11, 0.07, 0.15, 0.15, 0.04, 0.08, 0.09, 0.07, 0.21, 0.06, 0.12, -0.02]}

{"formula": "C7H15NS2", "method": "the ωB97M-V functional and the def2-TZVPD basis", "e_tot_ev": -30656.7319, "multiplicity": 1, "e_above_lowest_kcal_mol": 142.3, "e_lumo_ev": 0.406, "symbols": ["C", "C", "C", "C", "C", "C", "C", "H", "H", "H", "H", "H", "H", "H", "H", "H", "H", "H", "H", "H", "H", "H", "N", "S", "S"], "positions_angstrom": [[-2.998240, -0.229541, -1.508454], [-2.222827, -1.012143, 0.714860], [-0.829050, 0.215639, -0.646401], [-0.009771, 0.709914, 0.476196], [-0.907677, 1.655428, 1.368839], [0.392282, -0.625103, 1.315397], [1.076968, 1.417321, -0.038292], [-3.038761, 0.909698, -1.791431], [-3.899364, -0.864539, -1.163561], [-2.520162, -0.769128, -2.394101], [-1.220611, -1.852511, 0.635948], [-3.343916, -1.605103, 0.479997], [-2.312162, -0.391593, 1.901246], [-0.942212, 0.871856, -1.433447], [-0.336810, -0.719486, -0.898438], [-1.466693, 2.488059, 0.939369], [-1.625715, 0.965637, 1.827086], [-0.169340, 2.103049, 2.115770], [0.702920, -0.433172, 2.331438], [-0.608346, -1.257712, 1.326452], [0.895265, 2.213999, -0.675164], [1.779981, 2.066967, 0.542356], [-2.129681, -0.008429, -0.338107], [1.796971, -1.406519, 0.223091], [2.328253, 0.378012, -0.939944]], "atomic_forces_ev_per_a": [[0.503, 1.145, -0.180], [-3.745, -1.817, 0.470], [1.631, -1.030, -0.572], [-3.039, -0.838, 3.334], [1.903, -0.346, 1.356], [0.206, 0.843, -1.577], [6.310, 1.959, -0.409], [-1.390, -2.308, -0.349], [1.025, 1.863, -0.884], [-0.271, 0.392, 1.184], [-4.531, 1.197, -0.644], [3.341, 1.487, 1.288], [0.359, -2.800, -3.511], [1.137, 1.692, -2.087], [0.179, -0.329, -1.239], [0.308, -0.277, -0.640], [0.352, 1.076, 0.381], [-1.274, -0.585, -0.499], [0.546, 0.255, 0.120], [4.272, 1.637, 0.968], [-1.510, 1.074, -2.143], [-0.857, -1.190, 1.299], [-3.535, -3.078, 2.721], [-0.853, 1.207, 0.770], [-1.067, -1.231, 0.844]], "lowdin_charge": [-0.07, -0.12, -0.32, -0.62, -0.02, -0.39, -0.54, 0.12, 0.09, 0.09, 0.14, 0.13, 0.16, 0.12, 0.09, 0.09, 0.02, 0.11, 0.07, 0.00, 0.06, 0.09, -0.32, 0.48, 0.52]}